[1]
# C16H10BBrDyF4N2O

A molecular structure, C16H10BBrDyF4N2O in a non-equilibrium geometry (wB97M-V/def2-TZVPD, the Open Molecules 2025 dataset).

Calculated values
- Expectation value of S²: 9.2630
- Net charge: +1
- E_LUMO (alpha / beta): -6.484 / -4.379 eV
- Strongest force on any atom: 3.0 eV Å⁻¹
- HOMO (alpha / beta): -11.6440 / -11.6724 eV
- Energy: -4683.89113 hartree
- 2S+1: 6
- Frontier orbital gap (alpha / beta): 0.190 / 0.268 Ha

Each line ends with the Mulliken charge.
Element x y z (Å)
Dy (0.277, 0.620, -1.710)  1.579
Br (6.461, 1.255, 2.298)  -0.136
C (5.036, 0.471, 1.321)  -0.264
C (5.309, 0.026, -0.025)  -0.312
C (4.336, -0.416, -0.873)  -0.821
C (2.984, -0.315, -0.479)  0.535
O (1.970, -0.581, -1.308)  -0.724
C (2.675, 0.120, 0.855)  -0.127
C (1.357, 0.183, 1.339)  0.676
N (0.287, 0.300, 0.656)  -0.131
C (-0.964, 0.341, 1.288)  0.726
C (-1.125, 0.705, 2.589)  -0.689
C (-2.455, 0.805, 3.098)  -0.852
C (-3.528, 0.446, 2.351)  -0.986
C (-3.371, -0.057, 1.036)  0.892
C (-4.381, -0.575, 0.231)  -0.330
C (-4.170, -0.984, -1.068)  -0.943
C (-2.846, -0.926, -1.557)  0.035
N (-1.844, -0.458, -0.820)  -0.377
C (-2.083, -0.024, 0.460)  0.380
C (3.751, 0.393, 1.796)  -0.736
H (6.322, 0.238, -0.282)  0.444
H (4.485, -0.701, -1.905)  0.453
H (1.257, 0.051, 2.471)  0.361
H (-0.331, 1.036, 3.234)  0.430
H (-2.638, 1.189, 4.087)  0.414
H (-4.516, 0.427, 2.793)  0.394
H (-5.422, -0.550, 0.681)  0.338
H (-4.978, -1.395, -1.627)  0.424
H (-2.628, -1.351, -2.543)  0.458
H (3.465, 0.584, 2.785)  0.568
F (-0.558, -1.073, -3.218)  -0.338
B (-0.557, -0.223, -4.294)  0.680
F (-1.439, 0.803, -3.983)  -0.376
F (-0.933, -0.671, -5.527)  -0.294
F (0.794, 0.306, -4.149)  -0.350

***

[2]
# C10H13O2

2 unconnected molecules or ions with the total composition C10H13O2 in a non-equilibrium geometry (wB97M-V/def2-TZVPD, the Open Molecules 2025 dataset).

Calculated values
- Net charge: -1
- E_LUMO: 3.293 eV
- Strongest force on any atom: 2.6 eV Å⁻¹
- Energy above the lowest of the compared OMol25 structures with the same formula, charge and spin: 87.6 kJ/mol
- HOMO: -3.9403 eV
- Energy: -539.35869 hartree
- Frontier orbital gap: 0.266 Ha

Each line ends with the Mulliken charge.
Element x y z (Å)
C (-2.100, -1.270, -0.328)  -0.115
C (-3.599, -1.440, -0.493)  -1.098
C (-1.246, -2.641, 0.079)  0.495
O (-0.400, -2.465, 0.977)  -0.664
O (-1.634, -3.634, -0.537)  -0.734
H (-1.554, -0.705, -1.089)  0.021
H (-1.874, -0.662, 0.545)  0.274
H (-3.821, -2.435, -0.063)  0.287
H (-3.813, -1.611, -1.554)  0.276
H (-4.196, -0.659, -0.032)  0.329
C (0.844, 1.334, -1.875)  -1.337
C (1.033, 0.147, 0.332)  -0.137
C (1.401, 1.201, -0.488)  0.827
C (1.609, 0.023, 1.595)  -0.573
C (2.181, 1.157, 2.179)  -0.632
C (2.371, 2.104, -0.047)  -0.757
C (2.599, 2.179, 1.323)  -0.194
H (0.474, -0.688, -0.082)  0.346
H (1.321, -0.866, 2.161)  0.402
H (0.563, 0.385, -2.325)  0.345
H (1.450, 1.868, -2.618)  0.378
H (2.614, 0.941, 3.160)  0.297
H (2.769, 2.838, -0.734)  0.352
H (3.127, 3.035, 1.724)  0.347
H (-0.120, 1.863, -1.810)  0.265

***

[3]
# C6H10N3S

A gas-phase ion, C6H10N3S (charge +1) in a non-equilibrium geometry (wB97M-V/def2-TZVPD, the Open Molecules 2025 dataset).

Calculated values
- Net charge: +1
- E_LUMO: -3.326 eV
- Strongest force on any atom: 3.7 eV Å⁻¹
- Energy above the lowest of the compared OMol25 structures with the same formula, charge and spin: 53.9 kJ/mol
- HOMO: -13.4836 eV
- Energy: -796.81340 hartree
- Frontier orbital gap: 0.373 Ha

Each line ends with the Mulliken charge.
Element x y z (Å)
C (-2.254, 0.963, -0.566)  -0.329
C (-3.023, -1.117, 0.370)  -0.095
C (-1.321, 0.197, 0.143)  -0.193
C (0.238, 0.633, 0.277)  0.905
C (0.961, -1.561, -0.495)  -0.850
C (2.576, 0.325, 0.054)  -1.187
N (-1.759, -0.996, 0.623)  -0.416
N (1.191, -0.176, -0.015)  0.041
N (0.617, 1.841, 0.666)  -0.376
S (-3.808, 0.193, -0.394)  0.000
H (-2.224, 1.859, -1.246)  0.367
H (-3.598, -2.030, 0.584)  0.421
H (0.484, -2.102, 0.365)  0.347
H (0.222, -1.665, -1.260)  0.354
H (1.871, -2.084, -0.819)  0.298
H (3.181, -0.357, -0.506)  0.303
H (2.582, 1.122, -0.718)  0.468
H (2.715, 0.458, 1.185)  0.439
H (-0.184, 2.298, 1.071)  0.287
H (1.533, 2.199, 0.680)  0.216